{"formula": "C8H9BrO2S", "method": "wB97M-V/def2-TZVPD", "symbols": ["Br", "S", "O", "O", "C", "C", "C", "C", "C", "C", "C", "C", "H", "H", "H", "H", "H", "H", "H", "H", "H"], "coordinates": [[-0.555201, -1.371470, 2.451845], [1.201090, 0.986598, 1.263586], [1.093677, 2.289824, 0.611785], [2.252595, 0.046659, 0.861318], [-1.195038, 0.219319, -2.565111], [-0.840160, -1.021053, -3.036585], [-0.627325, -0.417245, -0.264964], [-1.035514, 0.561713, -1.200062], [1.449741, 1.261069, 3.016590], [-0.406829, -1.669225, -0.804003], [-0.381033, -0.042228, 1.064932], [-0.360717, -1.948013, -2.140270], [-0.770539, -1.447417, -4.062048], [0.006225, -2.481130, -0.149947], [0.659742, 1.985166, 3.277565], [2.470206, 1.766444, 3.217428], [-1.321552, 1.509959, -0.950383], [-1.472413, 1.162762, 1.629623], [1.280223, 0.414952, 3.502052], [-1.276550, 1.068706, -3.110321], [-0.170628, -2.875390, -2.613030]], "atomic_forces_ev_per_a": [[0.238, 0.042, -0.409], [1.839, -0.636, -0.697], [-0.375, -1.603, 0.553], [-1.085, 1.002, 0.094], [1.356, -0.643, 2.614], [0.729, -0.796, -1.015], [-1.224, 0.703, -3.352], [0.162, -3.450, -1.370], [0.539, 5.025, -1.891], [2.356, -2.339, 1.945], [-1.870, 4.300, 4.645], [-1.702, 0.674, -0.384], [-0.558, 1.428, 0.394], [-0.656, 0.894, -0.318], [0.343, -0.178, 0.123], [-1.636, -1.123, -0.712], [-0.336, 2.350, 1.017], [2.569, -2.840, -1.601], [-0.253, -3.706, 2.202], [-1.053, 2.043, -2.366], [0.618, -1.146, 0.528]], "lowdin_charge": [0.7559, 0.6045, -0.3353, -0.3468, -0.0462, -0.0752, -0.3876, -0.0022, -0.1627, -0.0605, -0.7339, -0.0841, 0.1224, 0.1153, 0.0717, 0.1233, 0.0820, 0.2368, -0.0478, 0.0719, 0.0985], "relative_energy_kcal_mol": 61.8, "e_tot_ha": -3432.765208, "gap_ev": 8.86, "charge": 0, "multiplicity": 1, "lumo_energy_ev": -0.5}